{"formula": "C36H62BrF9NO18S", "method": "ωB97M-V/def2-TZVPD", "multiplicity": 2, "homo_lumo_gap_ha": [0.329, 0.370], "energy_ha": -6688.980169, "homo_energy_ev": [-8.632, -9.998], "symbols": ["C", "C", "C", "Br", "C", "S", "O", "O", "C", "F", "F", "C", "F", "F", "C", "F", "F", "C", "F", "F", "F", "C", "C", "C", "C", "N", "O", "C", "C", "C", "C", "H", "H", "H", "H", "H", "H", "H", "H", "H", "H", "H", "H", "H", "H", "H", "H", "H", "H", "H", "H", "H", "H", "C", "C", "O", "C", "O", "O", "C", "H", "H", "H", "H", "H", "H", "H", "H", "C", "C", "O", "C", "O", "O", "C", "H", "H", "H", "H", "H", "H", "H", "H", "C", "C", "O", "C", "O", "O", "C", "H", "H", "H", "H", "H", "H", "H", "H", "C", "C", "O", "C", "O", "O", "C", "H", "H", "H", "H", "H", "H", "H", "H", "C", "C", "O", "C", "O", "O", "C", "H", "H", "H", "H", "H", "H", "H", "H"], "coordinates": [[-1.870, -2.440, 0.165], [-0.409, -2.090, 0.429], [0.669, -3.196, 0.348], [-0.033, -4.813, -0.491], [1.459, -3.523, 1.655], [0.322, -4.425, 2.787], [-0.996, -3.856, 2.761], [0.520, -5.831, 2.545], [0.909, -4.328, 4.612], [2.263, -4.257, 4.664], [0.525, -5.558, 5.015], [0.280, -3.408, 5.746], [-1.067, -3.501, 5.672], [0.694, -4.036, 6.876], [0.653, -1.899, 6.013], [0.582, -1.725, 7.354], [1.927, -1.666, 5.641], [-0.304, -0.811, 5.390], [-0.903, -1.262, 4.290], [-1.236, -0.457, 6.273], [0.422, 0.278, 5.064], [2.063, -2.270, 2.274], [3.044, -1.498, 1.370], [2.369, -0.443, 0.473], [4.010, -0.750, 2.301], [3.776, -2.441, 0.493], [4.748, -1.924, -0.149], [3.958, -3.852, 0.909], [5.015, -3.945, 2.020], [4.479, -4.627, -0.311], [2.623, -4.497, 1.356], [-2.227, -3.256, 0.788], [-2.475, -1.559, 0.399], [-2.044, -2.674, -0.886], [-0.127, -1.327, -0.300], [-0.349, -1.604, 1.399], [1.447, -2.892, -0.352], [1.306, -1.568, 2.591], [2.623, -2.591, 3.142], [2.090, -0.843, -0.499], [3.054, 0.391, 0.323], [1.493, -0.035, 0.979], [4.474, -1.404, 3.038], [4.765, -0.228, 1.717], [3.431, -0.002, 2.851], [5.855, -3.286, 1.794], [4.620, -3.688, 3.004], [5.371, -4.976, 2.065], [4.299, -5.692, -0.175], [5.538, -4.431, -0.465], [3.956, -4.296, -1.211], [2.848, -5.065, 2.260], [2.272, -5.222, 0.629], [-2.889, -7.083, 2.293], [-2.442, -7.722, 0.998], [-3.520, -8.393, 0.316], [-4.358, -7.598, -0.343], [-4.273, -6.404, -0.454], [-5.300, -8.363, -0.896], [-6.304, -7.639, -1.614], [-3.359, -7.826, 2.940], [-2.026, -6.661, 2.806], [-3.603, -6.282, 2.108], [-1.710, -8.503, 1.188], [-1.998, -6.984, 0.333], [-5.852, -6.989, -2.359], [-6.907, -7.047, -0.927], [-6.917, -8.392, -2.098], [-4.211, -10.207, -8.112], [-5.105, -9.246, -7.360], [-5.106, -9.500, -5.946], [-4.036, -9.055, -5.289], [-3.117, -8.441, -5.764], [-4.165, -9.400, -4.011], [-3.068, -9.015, -3.175], [-4.494, -11.237, -7.893], [-4.306, -10.040, -9.184], [-3.168, -10.068, -7.832], [-6.145, -9.374, -7.656], [-4.821, -8.210, -7.540], [-2.873, -7.948, -3.262], [-2.173, -9.576, -3.440], [-3.362, -9.259, -2.162], [3.082, 4.292, -3.903], [2.180, 3.083, -3.780], [1.663, 2.927, -2.448], [0.667, 3.746, -2.121], [0.155, 4.565, -2.836], [0.315, 3.487, -0.862], [-0.731, 4.325, -0.361], [3.886, 4.241, -3.168], [3.523, 4.324, -4.899], [2.525, 5.213, -3.743], [2.737, 2.166, -3.959], [1.350, 3.126, -4.485], [-1.599, 4.290, -1.015], [-0.381, 5.351, -0.262], [-0.986, 3.931, 0.618], [1.514, 9.389, 4.389], [2.026, 8.831, 3.081], [1.010, 8.102, 2.369], [0.118, 8.848, 1.726], [0.109, 10.050, 1.660], [-0.763, 8.037, 1.146], [-1.818, 8.709, 0.447], [1.093, 8.592, 5.003], [2.332, 9.855, 4.938], [0.742, 10.139, 4.220], [2.810, 8.096, 3.253], [2.424, 9.614, 2.436], [-1.415, 9.419, -0.271], [-2.468, 9.226, 1.150], [-2.371, 7.930, -0.069], [1.672, 13.730, -0.093], [0.746, 12.621, -0.542], [-0.356, 13.121, -1.322], [-0.067, 13.439, -2.579], [0.999, 13.315, -3.122], [-1.173, 13.918, -3.150], [-1.002, 14.341, -4.505], [1.113, 14.491, 0.453], [2.440, 13.325, 0.565], [2.160, 14.205, -0.943], [0.284, 12.136, 0.314], [1.277, 11.862, -1.116], [-0.578, 13.542, -5.109], [-0.355, 15.215, -4.551], [-1.995, 14.595, -4.861]]}